Record 1
Entry from the Open Molecules 2025 dataset: a cluster of 4 separate species, C26H49FN4O8 in total at a distorted geometry (wB97M-V/def2-TZVPD).

Each atom is followed by the atoms it is bonded to, with distances in Å.
Positions of all 88 atoms, in Å:
1 O -4.001 -1.366 0.865  C2 1.191
2 C -3.017 -1.503 0.207  O1 1.191, N3 1.475, C12 1.484
3 N -2.748 -2.696 -0.618  C2 1.475, C4 1.472, H13 1.024
4 C -1.281 -2.694 -0.735  N3 1.472, O5 1.190, C6 1.491
5 O -0.622 -3.675 -0.874  C4 1.190
6 C -0.811 -1.297 -0.507  C4 1.491, C7 1.377, C12 1.389
7 C 0.407 -0.713 -0.773  C6 1.377, C8 1.379, H14 1.079
8 C 0.531 0.616 -0.426  C7 1.379, F9 1.339, C10 1.393
9 F 1.683 1.241 -0.702  C8 1.339
10 C -0.489 1.334 0.193  C8 1.393, C11 1.383, H15 1.080
11 C -1.701 0.726 0.464  C10 1.383, C12 1.380, H16 1.079
12 C -1.851 -0.594 0.087  C2 1.484, C6 1.389, C11 1.380
13 H -3.077 -2.409 -1.545  N3 1.024
14 H 1.208 -1.265 -1.240  C7 1.079
15 H -0.327 2.370 0.454  C10 1.080
16 H -2.505 1.256 0.950  C11 1.079
17 C 8.909 1.150 1.995  O18 1.414, H26 1.088, H27 1.095, H28 1.094
18 O 8.389 2.464 1.948  C17 1.414, C19 1.423
19 C 8.114 2.934 0.633  O18 1.423, C20 1.512, H29 1.094, H30 1.094
20 C 6.634 3.195 0.466  C19 1.512, N21 1.456, H31 1.094, H32 1.099
21 N 5.883 1.948 0.485  C20 1.456, C22 1.459, H33 1.012
22 C 4.434 2.112 0.522  N21 1.459, C23 1.524, H34 1.091, H35 1.095
23 C 3.824 2.738 1.770  C22 1.524, O24 1.414, H36 1.094, H37 1.097
24 O 3.954 1.943 2.933  C23 1.414, C25 1.415
25 C 5.131 2.152 3.691  O24 1.415, H38 1.093, H39 1.094, H40 1.090
26 H 9.134 0.929 3.037  C17 1.088
27 H 8.188 0.412 1.626  C17 1.095
28 H 9.831 1.066 1.412  C17 1.094
29 H 8.463 2.217 -0.115  C19 1.094
30 H 8.661 3.870 0.490  C19 1.094
31 H 6.466 3.696 -0.492  C20 1.094
32 H 6.328 3.885 1.265  C20 1.099
33 H 6.171 1.410 1.293  N21 1.012
34 H 3.992 1.122 0.399  C22 1.091
35 H 4.129 2.704 -0.347  C22 1.095
36 H 2.749 2.835 1.593  C23 1.094
37 H 4.205 3.749 1.956  C23 1.097
38 H 5.470 3.189 3.629  C25 1.093
39 H 5.945 1.493 3.379  C25 1.094
40 H 4.895 1.924 4.731  C25 1.090
41 C -8.326 -6.033 5.384  O42 1.413, H50 1.089, H51 1.096, H52 1.095
42 O -7.854 -6.511 4.141  C41 1.413, C43 1.423
43 C -8.156 -5.662 3.038  O42 1.423, C44 1.512, H53 1.094, H54 1.094
44 C -6.885 -5.127 2.417  C43 1.512, N45 1.456, H55 1.094, H56 1.100
45 N -6.223 -4.194 3.317  C44 1.456, C46 1.462, H57 1.012
46 C -4.894 -3.772 2.877  N45 1.462, C47 1.523, H58 1.093, H59 1.090
47 C -3.800 -4.831 2.836  C46 1.523, O48 1.417, H60 1.094, H61 1.096
48 O -3.434 -5.335 4.109  C47 1.417, C49 1.414
49 C -4.171 -6.455 4.558  O48 1.414, H62 1.094, H63 1.094, H64 1.090
50 H -8.092 -6.789 6.131  C41 1.089
51 H -7.844 -5.092 5.669  C41 1.096
52 H -9.411 -5.883 5.366  C41 1.095
53 H -8.805 -4.840 3.351  C43 1.094
54 H -8.695 -6.258 2.296  C43 1.094
55 H -7.135 -4.606 1.488  C44 1.094
56 H -6.253 -5.989 2.161  C44 1.100
57 H -6.145 -4.625 4.230  N45 1.012
58 H -4.564 -2.980 3.554  C46 1.093
59 H -4.981 -3.324 1.888  C46 1.090
60 H -2.902 -4.356 2.433  C47 1.094
61 H -4.047 -5.657 2.158  C47 1.096
62 H -4.488 -7.088 3.725  C49 1.094
63 H -5.052 -6.164 5.137  C49 1.094
64 H -3.519 -7.037 5.210  C49 1.090
65 C 1.720 4.077 -7.705  O66 1.414, H74 1.088, H75 1.096, H76 1.094
66 O 2.186 4.204 -6.376  C65 1.414, C67 1.422
67 C 1.658 5.326 -5.678  O66 1.422, C68 1.512, H77 1.094, H78 1.094
68 C 0.829 4.870 -4.499  C67 1.512, N69 1.457, H79 1.094, H80 1.100
69 N -0.390 4.212 -4.948  C68 1.457, C70 1.458, H81 1.012
70 C -1.157 3.570 -3.887  N69 1.458, C71 1.523, H82 1.093, H83 1.095
71 C -0.524 2.376 -3.184  C70 1.523, O72 1.415, H84 1.093, H85 1.097
72 O -0.357 1.239 -4.010  C71 1.415, C73 1.417
73 C 0.864 1.174 -4.726  O72 1.417, H86 1.093, H87 1.093, H88 1.090
74 H 2.237 3.227 -8.148  C65 1.088
75 H 0.641 3.893 -7.743  C65 1.096
76 H 1.948 4.971 -8.292  C65 1.094
77 H 1.061 5.952 -6.347  C67 1.094
78 H 2.500 5.923 -5.315  C67 1.094
79 H 0.561 5.740 -3.893  C68 1.094
80 H 1.462 4.213 -3.885  C68 1.100
81 H -0.146 3.517 -5.642  N69 1.012
82 H -2.100 3.234 -4.325  C70 1.093
83 H -1.408 4.325 -3.135  C70 1.095
84 H -1.204 2.059 -2.389  C71 1.093
85 H 0.424 2.638 -2.696  C71 1.097
86 H 1.681 1.643 -4.170  C73 1.093
87 H 0.789 1.642 -5.711  C73 1.093
88 H 1.101 0.120 -4.873  C73 1.090

- 2S+1 = 1
- molecular weight (u) = 564.7
- calculated total energy (Ha) = -1940.73877
- ΔE to the lowest compared entry with this formula, charge and spin (kcal/mol) = 0.00
- orbital gap (eV) = 7.8
- SMILES = O=C1NC(=O)c2cc(F)ccc21.COCCNCCOC.COCCNCCOC.COCCNCCOC

Results of the Mulliken charge analysis, in e, for atoms 1 through 4: number 1, O, carries -0.507; number 2, C, carries 0.154; number 3, N, carries -0.383; number 4, C, carries -0.022



Record 2
Entry from the Open Molecules 2025 dataset: a cluster of 13 separate species, H26O13 in total at a distorted geometry (wB97M-V/def2-TZVPD).

Each atom is followed by the atoms it is bonded to, with distances in Å.
Positions of all 39 atoms, in Å:
1 O 0.288 -2.399 -1.791  H2 0.909, H3 1.026
2 H 0.490 -1.521 -1.920  O1 0.909
3 H 1.159 -2.860 -2.079  O1 1.026
4 O -1.869 -0.369 1.986  H5 1.068, H6 1.005
5 H -2.651 -1.081 2.138  O4 1.068
6 H -1.014 -0.611 2.455  O4 1.005
7 O -3.405 0.042 -1.504  H8 1.050, H9 1.051
8 H -3.915 -0.661 -0.914  O7 1.050
9 H -2.417 0.076 -1.145  O7 1.051
10 O 0.392 0.993 -0.710  H11 0.969, H12 0.962
11 H 0.735 0.187 -0.295  O10 0.969
12 H 0.426 1.535 0.084  O10 0.962
13 O 3.870 -0.329 -1.063  H14 1.001, H15 0.987
14 H 3.568 0.458 -1.602  O13 1.001
15 H 4.662 0.054 -0.615  O13 0.987
16 O 2.241 2.190 -2.561  H17 1.012, H18 0.859
17 H 2.052 1.515 -1.830  O16 1.012
18 H 2.930 1.854 -2.950  O16 0.859
19 O -2.460 -3.351 -0.762  H20 0.914, H21 1.023
20 H -1.965 -2.684 -0.382  O19 0.914
21 H -2.406 -3.039 -1.735  O19 1.023
22 O -1.890 0.285 -3.661  H23 0.923, H24 0.903
23 H -2.287 1.078 -3.404  O22 0.923
24 H -1.196 0.433 -4.219  O22 0.903
25 O 2.948 2.531 0.613  H26 1.039, H27 0.968
26 H 2.130 3.144 0.423  O25 1.039
27 H 2.797 2.324 1.547  O25 0.968
28 O -1.445 -2.915 2.425  H29 0.836, H30 1.022
29 H -1.583 -3.304 1.698  O28 0.836
30 H -0.517 -3.107 2.807  O28 1.022
31 O -3.108 2.110 1.486  H32 1.031, H33 1.028
32 H -2.325 1.451 1.360  O31 1.031
33 H -3.803 1.490 1.052  O31 1.028
34 O 0.612 1.280 3.662  H35 1.010, H36 0.929
35 H 1.293 1.867 3.203  O34 1.010
36 H 0.030 1.925 3.992  O34 0.929
37 O 2.671 0.104 1.390  H38 1.032, H39 0.808
38 H 2.384 -0.570 0.663  O37 1.032
39 H 2.580 -0.128 2.159  O37 0.808

- 2S+1 = 1
- molecular weight (u) = 234.2
- calculated total energy (Ha) = -993.52023
- ΔE to the lowest compared entry with this formula, charge and spin (kcal/mol) = 158.76
- orbital gap (eV) = 10.1

Results of the Mulliken charge analysis, in e, for atoms 1 through 4: number 1, O, carries -0.573; number 2, H, carries 0.291; number 3, H, carries 0.307; number 4, O, carries -0.576



Record 3
Entry from the Open Molecules 2025 dataset: a cluster of 3 separate species, C20H46N2O8Si in total at a distorted geometry (wB97M-V/def2-TZVPD).

Each atom is followed by the atoms it is bonded to, with distances in Å.
Positions of all 77 atoms, in Å:
1 C 0.190 1.824 1.874  Si2 1.867, H14 1.094, H15 1.092, H16 1.091
2 Si 1.159 1.145 0.430  C1 1.867, C3 1.882, C4 1.889, C5 1.911
3 C 2.968 1.652 0.537  Si2 1.882, H17 1.093, H18 1.092, H19 1.093
4 C 0.340 1.698 -1.180  Si2 1.889, H20 1.092, H21 1.093, H22 1.094
5 C 1.134 -0.766 0.420  Si2 1.911, C6 1.538, O11 1.464, H23 1.093
6 C 1.769 -1.320 -0.867  C5 1.538, C7 1.539, H24 1.094, H25 1.096
7 C 2.417 -2.712 -0.765  C6 1.539, C8 1.513, H26 1.089, H27 1.097
8 C 3.299 -2.934 0.443  C7 1.513, O9 1.201, O10 1.367
9 O 3.292 -3.943 1.095  C8 1.201
10 O 4.114 -1.892 0.787  C8 1.367, H28 0.967
11 O -0.280 -1.140 0.493  C5 1.464, C12 1.354
12 C -0.500 -2.422 0.869  O11 1.354, O13 1.201, H29 1.102
13 O -0.337 -2.840 1.983  C12 1.201
14 H 0.536 2.848 2.050  C1 1.094
15 H -0.872 1.883 1.625  C1 1.092
16 H 0.325 1.253 2.794  C1 1.091
17 H 3.624 0.804 0.326  C3 1.093
18 H 3.227 2.456 -0.154  C3 1.092
19 H 3.192 1.976 1.557  C3 1.093
20 H 0.990 2.343 -1.775  C4 1.092
21 H -0.576 2.239 -0.931  C4 1.093
22 H 0.044 0.838 -1.787  C4 1.094
23 H 1.624 -1.153 1.317  C5 1.093
24 H 0.959 -1.389 -1.599  C6 1.094
25 H 2.473 -0.592 -1.287  C6 1.096
26 H 1.664 -3.498 -0.743  C7 1.089
27 H 3.050 -2.872 -1.647  C7 1.097
28 H 4.376 -1.415 -0.013  O10 0.967
29 H -0.874 -3.082 0.069  C12 1.102
30 C 4.363 8.194 1.319  O31 1.412, H39 1.089, H40 1.096, H41 1.094
31 O 3.142 8.753 0.882  C30 1.412, C32 1.421
32 C 3.038 8.955 -0.521  O31 1.421, C33 1.513, H42 1.094, H43 1.093
33 C 2.073 7.981 -1.161  C32 1.513, N34 1.455, H44 1.095, H45 1.098
34 N 2.596 6.623 -1.155  C33 1.455, C35 1.458, H46 1.011
35 C 1.644 5.585 -1.535  N34 1.458, C36 1.525, H47 1.094, H48 1.095
36 C 0.359 5.423 -0.731  C35 1.525, O37 1.415, H49 1.093, H50 1.097
37 O 0.540 4.913 0.576  C36 1.415, C38 1.415
38 C 0.940 5.857 1.551  O37 1.415, H51 1.093, H52 1.094, H53 1.090
39 H 4.406 8.317 2.400  C30 1.089
40 H 4.441 7.124 1.092  C30 1.096
41 H 5.219 8.709 0.873  C30 1.094
42 H 4.024 8.893 -0.991  C32 1.094
43 H 2.654 9.968 -0.671  C32 1.093
44 H 1.907 8.290 -2.199  C33 1.095
45 H 1.115 8.074 -0.632  C33 1.098
46 H 2.970 6.411 -0.240  N34 1.011
47 H 2.176 4.630 -1.493  C35 1.094
48 H 1.367 5.744 -2.583  C35 1.095
49 H -0.248 4.679 -1.252  C36 1.093
50 H -0.235 6.345 -0.697  C36 1.097
51 H 0.483 6.834 1.379  C38 1.093
52 H 2.027 5.969 1.592  C38 1.094
53 H 0.608 5.483 2.520  C38 1.090
54 C -6.731 -7.237 0.165  O55 1.412, H63 1.089, H64 1.096, H65 1.094
55 O -6.127 -6.297 -0.698  C54 1.412, C56 1.421
56 C -5.646 -5.119 -0.066  O55 1.421, C57 1.513, H66 1.094, H67 1.093
57 C -4.134 -5.080 -0.016  C56 1.513, N58 1.454, H68 1.096, H69 1.099
58 N -3.598 -6.071 0.903  C57 1.454, C59 1.460, H70 1.011
59 C -2.151 -6.260 0.847  N58 1.460, C60 1.525, H71 1.092, H72 1.096
60 C -1.508 -6.680 -0.470  C59 1.525, O61 1.413, H73 1.093, H74 1.099
61 O -1.788 -8.004 -0.877  C60 1.413, C62 1.413
62 C -3.030 -8.193 -1.523  O61 1.413, H75 1.094, H76 1.094, H77 1.090
63 H -7.259 -7.957 -0.459  C54 1.089
64 H -5.998 -7.782 0.771  C54 1.096
65 H -7.452 -6.758 0.834  C54 1.094
66 H -6.071 -5.023 0.938  C56 1.094
67 H -5.993 -4.272 -0.663  C56 1.093
68 H -3.827 -4.085 0.324  C57 1.096
69 H -3.770 -5.205 -1.045  C57 1.099
70 H -4.055 -6.959 0.747  N58 1.011
71 H -1.896 -7.017 1.592  C59 1.092
72 H -1.675 -5.329 1.176  C59 1.096
73 H -0.426 -6.645 -0.319  C60 1.093
74 H -1.736 -5.981 -1.286  C60 1.099
75 H -3.295 -7.337 -2.150  C62 1.094
76 H -3.840 -8.379 -0.811  C62 1.094
77 H -2.936 -9.074 -2.158  C62 1.090

- 2S+1 = 1
- molecular weight (u) = 470.7
- calculated total energy (Ha) = -1790.48509
- ΔE to the lowest compared entry with this formula, charge and spin (kcal/mol) = 0.00
- orbital gap (eV) = 8.9
- SMILES = C[Si](C)(C)[C@H](CCC(=O)O)OC=O.COCCNCCOC.COCCNCCOC

Results of the Mulliken charge analysis, in e, for atoms 1 through 4: number 1, C, carries -0.939; number 2, Si, carries 0.289; number 3, C, carries -1.046; number 4, C, carries -1.112



Record 4
Entry from the Open Molecules 2025 dataset: an isolated molecule of C5H6N2 at a distorted geometry (wB97M-V/def2-TZVPD).

Each atom is followed by the atoms it is bonded to, with distances in Å.
Positions of all 13 atoms, in Å:
1 C 0.252 -0.105 0.286  C2 1.428, C4 1.362, N12 1.334
2 C -0.104 -1.184 -0.578  C1 1.428, C3 1.354, H8 1.056
3 C -0.763 -1.022 -1.749  C2 1.354, H9 1.115, H10 1.095
4 C 0.001 1.185 -0.072  C1 1.362, C5 1.413, H11 1.071
5 C 0.257 2.256 0.813  C4 1.413, N13 1.152
6 H 0.838 0.330 2.097  N12 0.999
7 H 0.810 -1.381 1.773  N12 1.028
8 H 0.195 -2.128 -0.209  C2 1.056
9 H -1.216 -1.901 -2.264  C3 1.115
10 H -1.069 -0.031 -2.103  C3 1.095
11 H -0.458 1.314 -1.031  C4 1.071
12 N 0.866 -0.413 1.430  C1 1.334, H6 0.999, H7 1.028
13 N 0.392 3.079 1.607  C5 1.152

- 2S+1 = 1
- molecular weight (u) = 94.1
- calculated total energy (Ha) = -303.58767
- ΔE to the lowest compared entry with this formula, charge and spin (kcal/mol) = 30.37
- orbital gap (eV) = 8.5
- SMILES = C=C/C(N)=C/C#N

Results of the Mulliken charge analysis, in e, for atoms 1 through 4: number 1, C, carries 1.172; number 2, C, carries -0.347; number 3, C, carries -0.796; number 4, C, carries -0.661



Record 5
Entry from the Open Molecules 2025 dataset: a cluster of 2 separate species, C4H7NS in total at a distorted geometry (wB97M-V/def2-TZVPD).

Each atom is followed by the atoms it is bonded to, with distances in Å.
Positions of all 13 atoms, in Å:
1 C 0.677 1.644 0.141  N5 1.155
2 C -1.926 -0.103 -0.953  C3 1.540, S6 1.859, H8 1.126, H9 1.057
3 C -1.534 -0.363 0.514  C2 1.540, S6 1.733, H7 0.918, H10 1.027
4 C 2.309 -0.031 0.316  N5 1.375, H11 1.117, H12 1.120, H13 1.110
5 N 1.745 1.206 0.109  C1 1.155, C4 1.375
6 S -2.845 0.765 0.410  C2 1.859, C3 1.733
7 H -0.672 -0.080 0.651  C3 0.918
8 H -1.232 0.556 -1.545  C2 1.126
9 H -2.506 -0.837 -1.445  C2 1.057
10 H -1.365 -1.338 0.789  C3 1.027
11 H 1.679 -0.603 1.039  C4 1.117
12 H 3.407 -0.103 0.530  C4 1.120
13 H 2.263 -0.713 -0.558  C4 1.110

- 2S+1 = 1
- molecular weight (u) = 101.2
- calculated total energy (Ha) = -609.39870
- ΔE to the lowest compared entry with this formula, charge and spin (kcal/mol) = 100.27
- orbital gap (eV) = 9.3

Results of the Mulliken charge analysis, in e, for atoms 1 through 4: number 1, C, carries -0.064; number 2, C, carries -0.471; number 3, C, carries -0.169; number 4, C, carries -0.688